No. 1
The following is a DFT calculation (the ωB97M-V functional and the def2-TZVPD basis) of a gas-phase ion, CH4O2P (charge -1).

Element x y z (Å)
C -0.52 0.76 0.36
P -0.52 -0.76 -0.81
O 0.29 -0.48 -1.98
O 0.78 -1.48 0.42
H -1.43 1.44 0.42
H 0.48 1.41 0.43
H -0.57 0.21 1.28
H 1.48 -1.11 -0.12

Output
Total charge: -1
Molecular weight, g mol⁻¹: 79.0
LUMO, eV: 4.83
Energy above the lowest of the compared OMol25 structures with the same formula, charge and spin, eV: 1.271
Total energy, Eh: -532.38297
Kohn-Sham gap, eV: 7.7100
Structure (SMILES): CP([O-])O

natural (NBO) atomic charge list, values in e, 6 entries: C -1.0376; P 1.2870; O -1.2014; O -1.0763; H 0.1808; H 0.1873

No. 2
The following is a DFT calculation (the ωB97M-V functional and the def2-TZVPD basis) of 2 unconnected molecules or ions with the total composition C5H15N4O.

Element x y z (Å)
C -0.36 0.10 2.61
C 1.08 -0.33 2.41
O 1.67 -0.29 1.34
N 1.74 -0.57 3.57
H -0.87 0.04 1.65
H -0.48 1.13 2.94
H 2.74 -0.65 3.45
H 1.28 -1.05 4.34
H -0.85 -0.59 3.30
C -1.46 0.74 -1.33
C -2.01 1.63 -2.47
C 0.63 -0.62 -1.35
N -0.03 0.51 -1.53
N 0.02 -1.67 -0.79
N 1.87 -0.78 -1.80
H -1.53 1.30 -0.40
H -2.05 -0.17 -1.26
H -1.22 2.12 -3.02
H -2.64 2.45 -2.12
H 0.52 1.27 -1.89
H -0.74 -1.55 -0.14
H 0.53 -2.53 -0.74
H 2.30 -0.07 -2.36
H 2.48 -1.41 -1.30
H -2.60 0.99 -3.13

Output
Total charge: +1
Molecular weight, g mol⁻¹: 147.2
LUMO, eV: -2.56
Energy above the lowest of the compared OMol25 structures with the same formula, charge and spin, eV: 0.000
Total energy, Eh: -493.60617
Kohn-Sham gap, eV: 10.7004

natural (NBO) atomic charge list, values in e, 6 entries: C -0.7117; C 0.6840; O -0.6583; N -0.8159; H 0.1981; H 0.2599

No. 3
The following is a DFT calculation (the ωB97M-V functional and the def2-TZVPD basis) of a molecular structure, C23H15F3I2N2O3Pd.

Element x y z (Å)
Pd -0.31 -0.32 -0.10
C -0.62 1.40 -4.04
C 0.11 0.75 -2.89
O -0.54 -0.07 -2.23
C 1.50 1.10 -2.66
C 2.22 1.79 -3.65
C 3.54 2.12 -3.49
C 4.19 1.77 -2.30
C 3.53 1.10 -1.31
C 2.17 0.72 -1.45
O 1.65 0.07 -0.46
H -1.68 1.15 -3.97
H -0.24 1.03 -4.99
H -0.49 2.48 -4.01
H 1.73 2.05 -4.57
H 4.07 2.63 -4.29
H 5.23 2.05 -2.17
H 4.02 0.83 -0.39
I -3.87 -3.11 -1.94
C -3.95 -1.04 -1.67
C -4.91 -0.27 -2.33
C -4.97 1.08 -2.15
I -6.45 2.16 -3.20
C -4.05 1.74 -1.31
C -4.03 3.13 -1.05
C -3.04 3.67 -0.28
C -2.05 2.82 0.25
N -2.06 1.52 0.07
C -3.04 0.96 -0.68
C -3.01 -0.48 -0.80
O -2.17 -1.21 -0.13
H -5.61 -0.76 -3.00
H -4.80 3.75 -1.47
H -3.00 4.73 -0.08
H -1.24 3.21 0.85
F -3.51 -2.00 5.29
C -2.52 -2.78 4.82
F -3.08 -3.87 4.29
F -1.78 -3.17 5.88
C -1.67 -2.05 3.82
C -0.78 -2.76 3.03
C -0.01 -2.07 2.13
N -0.08 -0.74 1.98
C -0.93 -0.06 2.76
C -1.74 -0.67 3.70
H -0.70 -3.84 3.12
H 0.71 -2.58 1.50
H -0.94 1.01 2.63
H -2.41 -0.09 4.31

Output
Molecular weight, g mol⁻¹: 784.6
LUMO, eV: -1.12
Energy above the lowest of the compared OMol25 structures with the same formula, charge and spin, eV: 0.000
Total energy, Eh: -2243.57896
Kohn-Sham gap, eV: 6.3508

natural (NBO) atomic charge list, values in e, 6 entries: Pd 1.1051; C -0.7117; C 0.6108; O -0.6199; C -0.2773; C -0.1389

No. 4
The following is a DFT calculation (the ωB97M-V functional and the def2-TZVPD basis) of 2 unconnected molecules or ions with the total composition C25H42BrN2O.

Element x y z (Å)
C 1.03 -2.04 4.00
C 2.32 -2.73 3.65
N 2.88 -2.49 2.28
C 2.12 -3.05 1.09
C 1.85 -1.90 0.10
C 0.53 -1.98 -0.68
C -0.66 -2.63 0.03
C -1.94 -2.53 -0.82
C -2.71 -3.85 -0.84
C -2.85 -1.34 -0.47
C -3.03 -1.12 1.04
C -4.20 -0.19 1.26
C -4.08 0.98 1.90
C -3.18 1.13 3.11
C -4.78 2.23 1.43
C 2.22 -0.59 0.83
Br 0.60 0.21 1.60
C 2.86 0.46 -0.07
C 3.33 1.74 0.65
C 3.31 2.98 -0.24
N 2.08 3.36 -0.85
O 4.31 3.62 -0.41
C 3.23 -1.08 1.86
H 0.27 -2.18 3.23
H 0.66 -2.46 4.94
H 1.17 -0.97 4.12
H 2.23 -3.81 3.78
H 3.10 -2.40 4.35
H 3.78 -2.96 2.31
H 2.82 -3.75 0.62
H 1.28 -3.67 1.39
H 2.63 -2.00 -0.67
H 0.71 -2.55 -1.59
H 0.25 -0.97 -1.01
H -0.79 -2.23 1.04
H -0.43 -3.69 0.14
H -1.61 -2.37 -1.86
H -3.12 -4.12 0.14
H -2.06 -4.65 -1.20
H -3.52 -3.79 -1.57
H -3.83 -1.55 -0.89
H -2.45 -0.43 -0.91
H -2.15 -0.58 1.42
H -3.10 -2.07 1.58
H -5.17 -0.51 0.90
H -3.16 0.19 3.66
H -2.14 1.35 2.84
H -3.54 1.94 3.74
H -4.00 2.87 1.01
H -5.26 2.80 2.22
H -5.48 2.02 0.62
H 2.17 0.69 -0.88
H 3.74 0.00 -0.53
H 4.36 1.61 0.98
H 2.72 1.95 1.53
H 1.50 3.92 -0.24
H 1.55 2.59 -1.23
H 3.53 -0.41 2.66
H 4.15 -1.22 1.27
C 1.02 4.28 -3.82
C -0.09 4.91 -4.36
C -0.78 4.32 -5.41
C -0.37 3.09 -5.90
C 0.73 2.45 -5.36
C 1.43 3.05 -4.32
H 1.57 4.74 -3.01
H -0.41 5.87 -3.97
H -1.64 4.81 -5.84
H -0.92 2.62 -6.72
H 1.05 1.49 -5.75
H 2.31 2.56 -3.90

Output
Total charge: +1
Molecular weight, g mol⁻¹: 466.5
LUMO, eV: -3.22
Total energy, Eh: -3736.27392
Kohn-Sham gap, eV: 6.9938

Mulliken atomic charge list, values in e, 6 entries: C -0.9110; C -0.5488; N 0.2097; C -1.2254; C 0.3363; C -1.4689

- What is the formula in the first record?
  CH4O2P